# 1
This record from the Open Molecules 2025 dataset describes C13H26FI2NOPS as an isolated structure. The level of theory is ωB97M-V with the def2-TZVPD basis set.

Last column: Mulliken charge in e.
CARTESIAN COORDINATES (ANGSTROEM)
1 C -0.726 -3.345 3.720  -1.123
2 C 0.211 -2.875 4.801  0.266
3 I -0.376 -3.443 6.722  0.073
4 C 1.319 -2.184 4.566  -0.262
5 I 2.647 -1.535 6.034  0.168
6 P 1.835 -1.703 2.886  0.544
7 C 3.547 -1.207 2.596  -1.012
8 F 2.172 -3.311 2.518  -0.461
9 S 1.163 0.403 3.272  -0.282
10 H -0.401 -4.316 3.344  0.269
11 H -0.745 -2.642 2.887  0.190
12 H -1.741 -3.435 4.097  0.491
13 H 0.929 -1.731 1.828  -0.023
14 H 4.202 -2.073 2.557  0.293
15 H 3.552 -0.688 1.637  0.282
16 H 3.856 -0.498 3.358  0.455
17 H 0.485 0.588 2.129  0.094
18 C -2.739 0.401 -2.274  -1.790
19 C -1.863 1.216 -1.306  1.863
20 C -1.734 2.676 -1.763  -1.266
21 C -0.824 2.865 -2.975  -0.466
22 C 0.543 2.227 -2.743  -1.248
23 C 0.452 0.745 -2.364  1.588
24 N -0.482 0.637 -1.195  0.387
25 O 0.083 0.844 -0.065  -0.421
26 C -0.014 -0.104 -3.549  -1.717
27 C 1.817 0.223 -1.929  -1.904
28 C -2.506 1.163 0.076  -1.950
29 H -2.426 -0.642 -2.308  0.323
30 H -3.772 0.423 -1.930  0.484
31 H -2.731 0.796 -3.288  0.319
32 H -1.344 3.266 -0.929  0.405
33 H -2.738 3.051 -1.978  0.337
34 H -1.291 2.457 -3.876  0.300
35 H -0.696 3.934 -3.159  0.380
36 H 1.169 2.319 -3.634  0.400
37 H 1.053 2.758 -1.934  0.375
38 H -0.179 -1.137 -3.240  0.374
39 H 0.774 -0.101 -4.304  0.439
40 H -0.917 0.261 -4.026  0.306
41 H 2.248 0.834 -1.140  0.358
42 H 2.487 0.238 -2.790  0.434
43 H 1.741 -0.803 -1.568  0.452
44 H -2.541 0.139 0.449  0.428
45 H -3.527 1.538 -0.004  0.481
46 H -1.968 1.772 0.798  0.367

Forces on atoms 1 to 2 (eV/Å):
0.03 0.08 -0.01
0.00 -0.02 -0.10

Its LUMO energy (alpha / beta) is 0.124 / 0.124 eV. For the HOMO-LUMO gap (alpha / beta), the calculation gives 8.44 / 8.56 eV. The calculation puts the energy relative to the best compared isomer or geometry (same formula, charge and spin) at 0.0 kcal per mole. The highest occupied orbital energy (alpha / beta) is -8.3 / -8.4 eV. The spin multiplicity is 2. Its charge is 0.

***

# 2
This record from the Open Molecules 2025 dataset describes C13H26N4NiO4P as an isolated structure. The level of theory is ωB97M-V with the def2-TZVPD basis set.

Last column: Mulliken charge in e.
CARTESIAN COORDINATES (ANGSTROEM)
1 Ni -0.214 0.124 -0.283  -0.277
2 N -0.603 -1.658 0.878  -0.392
3 C -1.743 -1.504 1.797  -0.549
4 C -1.886 -0.073 2.288  0.552
5 O -2.530 0.267 3.232  -0.552
6 O -1.209 0.778 1.490  -0.179
7 H -0.650 -2.552 0.403  0.288
8 H 0.272 -1.658 1.397  0.241
9 H -1.694 -2.151 2.673  0.397
10 H -2.666 -1.749 1.267  0.309
11 C 0.871 -1.981 -2.078  -1.116
12 N 0.468 -0.570 -2.151  0.302
13 C -0.455 -0.380 -3.278  -1.027
14 C 1.676 0.279 -2.335  -1.042
15 C 2.450 0.376 -1.043  0.749
16 C 3.834 0.472 -1.021  -0.858
17 C 4.497 0.605 0.194  -0.610
18 C 3.773 0.633 1.375  -0.815
19 C 2.384 0.524 1.341  0.538
20 C 1.696 0.397 0.137  0.039
21 H 1.368 -2.290 -3.003  0.350
22 H -0.010 -2.609 -1.939  0.303
23 H 1.561 -2.122 -1.247  0.380
24 H 0.022 -0.648 -4.226  0.346
25 H -0.767 0.661 -3.317  0.293
26 H -1.332 -1.014 -3.144  0.326
27 H 1.319 1.268 -2.628  0.400
28 H 2.285 -0.116 -3.157  0.494
29 H 4.401 0.442 -1.946  0.437
30 H 5.577 0.679 0.216  0.384
31 H 4.289 0.731 2.322  0.439
32 H 1.842 0.541 2.285  0.413
33 N -4.447 3.266 -0.808  -0.625
34 C -3.406 2.467 -0.154  -0.339
35 P -1.753 3.043 -0.721  0.777
36 O -2.128 4.028 -1.889  -0.609
37 O -0.826 1.934 -1.099  -0.502
38 C -0.975 4.073 0.550  -0.751
39 N -0.300 3.217 1.537  -0.616
40 H -5.121 2.686 -1.289  0.222
41 H -3.115 4.087 -1.922  0.493
42 H -4.952 3.848 -0.155  0.213
43 H -3.478 1.415 -0.437  0.250
44 H -3.456 2.507 0.936  0.363
45 H -1.757 4.656 1.041  0.430
46 H -0.314 4.780 0.040  0.390
47 H -1.086 1.744 1.800  0.359
48 H -0.008 3.762 2.340  0.278
49 H 0.541 2.814 1.124  0.106

Forces on atoms 1 to 2 (eV/Å):
0.03 0.01 0.00
0.00 0.02 -0.02

Its LUMO energy (alpha / beta) is -2.489 / -2.652 eV. For the HOMO-LUMO gap (alpha / beta), the calculation gives 8.34 / 8.45 eV. The calculation puts the energy relative to the best compared isomer or geometry (same formula, charge and spin) at 6.0 kcal per mole. The highest occupied orbital energy (alpha / beta) is -10.8 / -11.1 eV. The spin multiplicity is 3. Its charge is +1.

***

# 3
This record from the Open Molecules 2025 dataset describes a 2-piece molecular cluster, C13H26N4O3PS2 overall in a non-equilibrium geometry. The level of theory is ωB97M-V with the def2-TZVPD basis set.

Last column: Mulliken charge in e.
CARTESIAN COORDINATES (ANGSTROEM)
1 C 5.457 -0.252 1.076  -0.977
2 C 5.111 -1.602 1.783  -0.487
3 N 3.616 -1.636 1.923  0.697
4 C 2.920 -1.833 0.836  0.092
5 C 1.510 -1.840 0.819  0.349
6 P 0.524 -2.131 -0.714  0.235
7 S 0.930 -0.820 -2.080  -0.312
8 C 0.940 -1.609 2.112  0.036
9 C -0.554 -1.544 2.380  -1.892
10 C -1.158 -0.123 2.255  -0.042
11 O -0.487 0.829 3.072  -0.523
12 C -1.284 0.448 0.781  -0.377
13 N -0.276 1.483 0.596  -0.384
14 C 1.875 -1.455 3.193  0.396
15 N 1.340 -1.266 4.510  -0.602
16 N 3.189 -1.456 3.157  -0.887
17 H 4.756 0.533 1.417  0.307
18 H 5.333 -0.309 -0.021  0.343
19 H 6.486 0.075 1.285  0.349
20 H 5.376 -2.399 1.067  0.298
21 H 5.604 -1.727 2.752  0.377
22 H 3.451 -1.997 -0.109  0.427
23 H 0.952 -3.407 -1.188  0.162
24 H -0.858 -2.298 -0.427  0.150
25 H -1.049 -2.226 1.667  0.557
26 H -0.811 -1.912 3.389  0.439
27 H -2.197 -0.191 2.640  0.456
28 H -1.167 1.462 3.346  0.383
29 H -2.262 0.968 0.738  0.465
30 H -1.315 -0.325 -0.017  -0.133
31 H -0.439 2.038 -0.237  0.364
32 H 0.659 1.091 0.626  0.144
33 H 0.939 -2.153 4.818  0.318
34 H 0.621 -0.543 4.498  0.352
35 C -3.196 2.503 -4.600  -0.568
36 C -3.300 0.986 -4.408  -0.758
37 C -2.725 0.658 -3.025  -0.269
38 S -2.984 2.120 -2.018  1.288
39 O -1.696 2.678 -1.676  -0.743
40 O -3.983 1.839 -1.016  -0.712
41 C -3.710 3.122 -3.305  -0.802
42 H -3.771 2.842 -5.460  0.367
43 H -2.152 2.784 -4.760  0.284
44 H -4.350 0.685 -4.451  0.312
45 H -2.772 0.442 -5.191  0.342
46 H -3.233 -0.188 -2.565  0.376
47 H -1.653 0.468 -3.071  0.030
48 H -3.414 4.161 -3.175  0.414
49 H -4.794 3.028 -3.226  0.361

Forces on atoms 1 to 2 (eV/Å):
-0.27 0.20 0.21
0.26 0.80 -1.61

Its LUMO energy is -4.675 eV. For the HOMO-LUMO gap, the calculation gives 6.62 eV. The highest occupied orbital energy is -11.3 eV. Its charge is +1.

***

# 4
This record from the Open Molecules 2025 dataset describes C13H26O4PS4TeV as an isolated structure. The level of theory is ωB97M-V with the def2-TZVPD basis set.

Last column: Mulliken charge in e.
CARTESIAN COORDINATES (ANGSTROEM)
1 V -0.049 0.002 0.149  0.986
2 C 0.902 -2.222 2.595  -0.806
3 C 1.486 -0.939 3.143  -0.774
4 S 0.583 0.488 2.456  0.346
5 C 1.807 1.792 2.832  -0.828
6 C 1.587 3.151 2.197  -0.827
7 S 1.714 3.293 0.390  0.029
8 C 3.154 2.298 -0.102  -0.525
9 C 2.872 1.456 -1.343  -0.971
10 S 1.931 -0.071 -1.102  0.176
11 C 3.088 -1.191 -0.256  -0.631
12 C 2.342 -2.474 0.070  -0.907
13 S 0.691 -2.217 0.798  0.047
14 H -0.103 -2.407 2.980  0.409
15 H 1.513 -3.083 2.871  0.541
16 H 2.540 -0.832 2.883  0.411
17 H 1.393 -0.905 4.229  0.557
18 H 2.791 1.388 2.596  0.411
19 H 1.770 1.920 3.915  0.554
20 H 2.317 3.842 2.622  0.513
21 H 0.601 3.564 2.423  0.478
22 H 3.511 1.692 0.728  0.220
23 H 3.941 3.014 -0.342  0.522
24 H 3.817 1.155 -1.800  0.580
25 H 2.327 2.012 -2.108  0.504
26 H 3.482 -0.706 0.636  0.261
27 H 3.913 -1.398 -0.940  0.534
28 H 2.919 -3.099 0.752  0.489
29 H 2.154 -3.060 -0.830  0.477
30 O -0.921 2.706 -0.373  -0.285
31 C -0.028 2.054 -0.042  0.507
32 C -4.532 1.784 -3.214  -1.209
33 C -4.822 0.683 -2.242  -0.182
34 O -3.703 0.659 -1.223  -0.130
35 P -3.024 -0.474 -0.464  0.327
36 O -1.488 -0.513 -0.854  -0.935
37 Te -4.087 -2.602 -0.777  0.377
38 O -2.841 -0.095 1.053  -0.146
39 C -4.004 0.276 1.917  -0.242
40 C -3.622 0.020 3.344  -1.186
41 H -5.357 1.822 -3.928  0.392
42 H -3.617 1.594 -3.771  0.327
43 H -4.476 2.747 -2.711  0.327
44 H -4.832 -0.304 -2.704  0.322
45 H -5.719 0.849 -1.652  0.303
46 H -4.847 -0.339 1.601  0.398
47 H -4.209 1.322 1.703  0.281
48 H -3.411 -1.035 3.515  0.294
49 H -4.460 0.296 3.984  0.432
50 H -2.765 0.624 3.642  0.252

Forces on atoms 1 to 2 (eV/Å):
-0.09 -0.53 -0.32
-0.02 0.03 0.06

Its LUMO energy (alpha / beta) is -10.452 / -11.109 eV. For the HOMO-LUMO gap (alpha / beta), the calculation gives 7.26 / 6.28 eV. The calculation puts the energy relative to the best compared isomer or geometry (same formula, charge and spin) at 16.6 kcal per mole. The highest occupied orbital energy (alpha / beta) is -17.7 / -17.4 eV. The spin multiplicity is 2. Its charge is +3.

***

# 5
This record from the Open Molecules 2025 dataset describes a 4-piece molecular cluster, C13H27BN2O18PS4 overall in a non-equilibrium geometry. The level of theory is ωB97M-V with the def2-TZVPD basis set.

Last column: Mulliken charge in e.
CARTESIAN COORDINATES (ANGSTROEM)
1 C -1.730 1.803 1.376  -1.097
2 P -0.230 0.696 1.709  1.301
3 C 0.495 -0.058 0.136  -1.066
4 C -0.799 -0.620 2.952  -0.765
5 N -1.479 -1.899 2.813  0.019
6 C -1.651 -2.370 4.190  -0.521
7 C -1.081 -1.392 5.237  -0.241
8 N -0.571 -0.345 4.348  0.756
9 B 0.124 0.937 4.730  0.336
10 O 1.581 0.912 4.778  -0.474
11 O -0.575 2.165 5.022  -0.565
12 H -2.644 1.302 1.876  0.330
13 H -1.502 2.825 1.846  0.265
14 H -1.885 1.857 0.245  0.364
15 H 0.006 0.506 -0.752  0.199
16 H 0.285 -1.169 -0.015  0.357
17 H 1.633 0.151 0.077  0.297
18 H -1.774 -2.318 1.923  0.220
19 H -2.147 -3.340 4.528  0.344
20 H -1.062 -1.414 6.373  0.405
21 H 1.823 0.427 3.943  0.318
22 H 0.146 2.825 5.160  0.305
23 C 2.850 4.672 0.188  -0.337
24 C 2.267 5.467 1.347  -0.376
25 O 1.508 4.519 2.101  -0.341
26 S 2.217 3.065 1.990  1.017
27 O 3.027 2.868 3.152  -0.593
28 O 1.225 2.107 1.558  -0.338
29 O 3.196 3.399 0.740  -0.350
30 H 2.105 4.512 -0.596  0.269
31 H 3.730 5.153 -0.241  0.331
32 H 1.634 6.288 1.011  0.330
33 H 3.057 5.859 1.994  0.317
34 C -0.069 -0.517 -4.863  -0.353
35 C -0.700 -1.798 -5.384  -0.179
36 O -1.247 -2.439 -4.226  -0.356
37 S -1.729 -1.305 -3.174  1.110
38 O -3.139 -1.105 -3.341  -0.578
39 O -1.130 -1.584 -1.901  -0.489
40 O -0.956 -0.046 -3.845  -0.303
41 H 0.904 -0.714 -4.404  0.296
42 H 0.045 0.233 -5.646  0.312
43 H 0.023 -2.447 -5.878  0.356
44 H -1.519 -1.584 -6.066  0.232
45 C 3.044 -2.661 6.017  -0.255
46 C 3.767 -3.834 6.661  -0.383
47 O 2.963 -4.975 6.361  -0.314
48 S 2.252 -4.758 4.918  1.073
49 O 3.032 -5.436 3.926  -0.536
50 O 0.842 -4.961 5.073  -0.523
51 O 2.533 -3.164 4.782  -0.239
52 H 2.197 -2.335 6.628  0.213
53 H 3.708 -1.814 5.838  0.340
54 H 3.878 -3.713 7.739  0.316
55 H 4.752 -3.986 6.210  0.311
56 C -4.234 1.081 -7.791  -0.318
57 C -4.224 -0.051 -8.807  -0.341
58 O -2.919 -0.015 -9.387  -0.318
59 S -1.858 0.493 -8.271  1.071
60 O -1.227 -0.659 -7.690  -0.540
61 O -1.117 1.590 -8.816  -0.548
62 O -2.932 1.072 -7.203  -0.281
63 H -4.381 2.049 -8.279  0.287
64 H -4.999 0.941 -7.026  0.320
65 H -4.989 0.071 -9.574  0.324
66 H -4.350 -1.021 -8.319  0.280

Forces on atoms 1 to 2 (eV/Å):
-0.36 -0.58 -0.02
-1.31 -2.48 2.36

Its LUMO energy is -2.564 eV. For the HOMO-LUMO gap, the calculation gives 7.36 eV. The highest occupied orbital energy is -9.9 eV. Its charge is +1.

***

# 6
This record from the Open Molecules 2025 dataset describes a 4-piece molecular cluster, C13H27Br4NO5 overall in a non-equilibrium geometry. The level of theory is ωB97M-V with the def2-TZVPD basis set.

Last column: Mulliken charge in e.
CARTESIAN COORDINATES (ANGSTROEM)
1 C -5.309 -4.048 -0.788  -0.710
2 O -4.271 -3.970 -1.770  -0.326
3 C -4.154 -2.689 -2.377  -0.601
4 C -2.831 -2.686 -3.122  -0.679
5 N -1.650 -2.284 -2.352  -0.077
6 C -0.478 -2.174 -3.221  -0.847
7 C 0.786 -2.122 -2.362  -0.613
8 O 0.705 -1.328 -1.223  -0.362
9 C 0.387 0.024 -1.503  -0.498
10 H -6.246 -3.697 -1.229  0.298
11 H -4.987 -3.466 0.078  0.283
12 H -5.382 -5.104 -0.541  0.234
13 H -4.174 -1.866 -1.658  0.320
14 H -4.970 -2.643 -3.103  0.375
15 H -2.872 -2.044 -4.007  0.449
16 H -2.660 -3.705 -3.498  0.356
17 H -1.470 -3.004 -1.658  0.186
18 H -0.643 -1.252 -3.790  0.307
19 H -0.403 -2.965 -3.980  0.476
20 H 1.661 -1.971 -3.019  0.339
21 H 1.067 -3.133 -2.043  0.389
22 H -0.384 0.067 -2.274  0.324
23 H 1.306 0.561 -1.739  0.245
24 H -0.028 0.515 -0.621  0.128
25 O 2.870 4.071 5.832  -0.516
26 C 2.843 2.914 6.053  0.694
27 O 1.823 2.098 5.714  -0.291
28 C 2.027 0.840 6.334  -0.329
29 C 3.488 0.845 6.759  -0.260
30 O 3.853 2.215 6.616  -0.356
31 H 1.342 0.723 7.179  0.279
32 H 1.723 0.033 5.665  0.284
33 H 4.166 0.277 6.118  0.262
34 H 3.598 0.424 7.758  0.269
35 Br -0.189 2.120 2.546  -0.159
36 C 1.566 2.128 1.692  -0.183
37 C 2.715 2.505 2.584  -0.448
38 Br 4.359 2.620 1.561  -0.157
39 H 1.525 2.743 0.795  -0.068
40 H 1.709 1.097 1.376  0.404
41 H 2.903 1.656 3.242  0.157
42 H 2.606 3.409 3.174  0.400
43 Br -0.938 2.059 -5.459  -0.169
44 C 0.532 2.427 -4.242  -0.496
45 C -0.019 3.133 -3.040  -0.688
46 Br 1.442 3.364 -1.739  -0.163
47 H 1.282 2.959 -4.820  0.436
48 H 0.987 1.457 -4.052  0.252
49 H -0.882 2.729 -2.522  0.400
50 H -0.328 4.139 -3.324  0.451

Forces on atoms 1 to 2 (eV/Å):
0.95 0.01 -0.83
0.01 0.03 0.62

Its LUMO energy is 0.502 eV. For the HOMO-LUMO gap, the calculation gives 9.44 eV. The highest occupied orbital energy is -8.9 eV. The SMILES is COCCNCCOC.O=C1OCCO1.BrCCBr.BrCCBr. Its charge is 0.